Record 1
DFT (the ωB97M-V functional and the def2-TZVPD basis) results for the molecule C5H11N3 at a distorted geometry.

```
19
Properties=species:S:1:pos:R:3:forces:R:3:lowdin_charge:R:1
H -0.8951 -0.1452 2.4432 0.762 1.881 2.588 -0.03
N -1.1999 -0.7734 1.7881 0.849 -0.941 -4.877 0.14
C -0.4755 -0.5339 0.7082 -0.467 -0.184 1.758 -0.32
C -0.7108 -1.4760 -0.5352 -2.598 1.725 0.464 -0.15
C -0.7677 -0.7282 -1.8723 2.145 -0.008 -0.778 -0.20
C -1.1001 0.5508 -2.0838 -1.078 -0.686 1.509 -0.01
N 0.5440 0.5144 0.6219 -3.092 -0.998 0.825 -0.25
C 0.8645 1.3173 1.8012 1.598 -0.313 -0.049 -0.08
N 1.7148 0.0989 0.0222 1.265 -2.365 -3.156 0.02
H -1.7630 -1.8939 -0.3515 1.616 0.289 0.038 0.13
H -0.0177 -2.2959 -0.5672 0.326 -0.342 0.009 0.09
H -0.1937 -1.2405 -2.7201 -0.930 0.674 1.174 0.11
H -0.8583 1.0462 -2.9761 0.120 0.275 -1.364 0.03
H -1.7035 1.1803 -1.4000 0.725 -0.621 -0.008 0.08
H 1.4750 2.1834 1.5381 -0.322 0.105 -0.690 0.08
H 1.6030 0.7815 2.4075 -0.453 -0.357 0.439 0.09
H 0.0659 1.7158 2.3921 -0.830 -0.245 0.045 0.07
H 1.5961 -0.9319 -0.3431 0.422 2.601 1.170 0.12
H 1.8221 0.6303 -0.8733 -0.058 -0.488 0.903 0.10
```
Positions in Å, forces in eV/Å.

Gap between HOMO and LUMO, eV: 9.423
Net charge: 0
SMILES: [H]/N=C(/CC=C)N(C)N
LUMO level, eV: 0.943

---

Record 2
DFT (the ωB97M-V functional and the def2-TZVPD basis) results for the molecule C3H3NO2S at a distorted geometry.

```
10
Properties=species:S:1:pos:R:3:forces:R:3:lowdin_charge:R:1
O 0.0688 1.9343 0.1157 -0.242 -0.305 -0.038 0.03
N -0.3842 0.7492 -0.3635 -0.827 -0.729 -0.037 -0.15
O -1.7732 0.4976 0.0155 0.984 -0.421 0.081 0.03
C -1.8443 -0.8612 0.1299 0.308 1.005 -0.348 -0.07
C -0.6492 -1.4572 -0.0104 0.399 -0.543 0.370 -0.06
C 0.3488 -0.4255 -0.1547 -0.597 0.657 0.193 -0.80
S 1.9759 -0.3859 0.0369 0.019 -0.103 -0.037 0.69
H 0.8196 1.6825 0.6966 0.047 -0.005 0.060 0.07
H -2.8478 -1.2404 0.2742 0.174 0.010 -0.021 0.14
H -0.3920 -2.5044 0.1457 -0.264 0.434 -0.223 0.12
```
Positions in Å, forces in eV/Å.

Gap between HOMO and LUMO, eV: 8.743
Net charge: 0
SMILES: On1occc1=S
LUMO level, eV: -0.283

---

Record 3
DFT (the ωB97M-V functional and the def2-TZVPD basis) results for a structure of composition C20H45InN3O19V at a distorted geometry.

```
89
Properties=species:S:1:pos:R:3:forces:R:3:lowdin_charge:R:1
O -4.8699 -3.8829 0.0454 2.771 1.634 0.344 -0.34
V -3.6396 -2.8084 -0.0062 -2.212 -0.628 0.800 1.02
O -3.3575 -2.6677 -1.5432 0.350 0.036 0.322 -0.30
In -0.7036 1.0477 0.7775 -0.673 -0.180 -0.205 1.50
O -5.1305 1.0478 0.1186 -1.432 2.801 0.401 0.13
C -4.5447 -0.1127 0.0133 1.440 0.361 -0.067 -0.92
O -5.2080 -1.1015 0.1355 -2.364 -4.585 0.510 0.05
O -3.3555 -0.1307 -0.2069 4.582 0.537 -0.501 -0.01
H -6.0193 0.8323 0.4104 -0.521 0.272 -0.028 0.13
O -2.8495 -1.9845 4.2900 -0.096 -0.774 2.694 0.15
C -2.6088 -1.7215 3.0305 -2.807 -0.695 -0.425 -0.90
O -3.3816 -2.1592 2.1999 -2.620 -2.310 -3.004 -0.01
O -1.7648 -0.9261 2.8169 6.056 4.781 -1.010 0.05
H -3.6282 -2.5453 4.3143 -0.172 -0.269 0.009 0.13
O 0.6004 -3.7470 0.7687 2.060 -0.044 0.237 0.13
C -0.4447 -2.9895 0.4784 -0.523 -0.039 -0.758 -0.93
O -1.4882 -3.5696 0.6515 -6.144 -3.222 1.164 0.00
O -0.4267 -1.9268 -0.0518 2.431 5.681 -1.792 0.02
H 0.0509 -4.5256 0.8845 0.671 -1.290 0.593 0.12
O 2.4347 4.5104 0.0240 0.433 0.453 -0.295 0.15
C 1.2982 3.9972 0.4493 -3.759 -2.383 -0.214 -0.83
O 0.3002 3.8362 -0.3250 0.219 0.469 -2.199 -0.02
O 1.1193 3.5210 1.5680 1.942 -0.422 2.673 -0.03
H 3.0072 4.3402 0.7756 0.566 0.283 0.245 0.12
C -3.0347 1.8509 3.9009 0.404 0.265 -0.161 -0.06
O -2.4772 2.5644 2.7948 0.606 -0.622 -1.146 -0.23
C -3.2522 3.5873 2.2154 -0.506 1.417 0.711 -0.22
C -2.7541 4.1269 0.8666 -0.044 -1.686 1.799 -0.16
N -2.8766 3.0634 -0.1489 1.836 1.518 0.752 0.01
C -2.6476 3.6003 -1.4860 -0.499 -1.232 1.266 -0.16
C -2.5819 2.3950 -2.3941 0.793 0.796 -0.786 -0.19
O -1.4768 1.5607 -2.1130 -0.584 2.851 1.252 -0.25
C -1.3673 0.4804 -2.9343 1.222 -2.723 0.776 -0.12
H -3.9785 1.4028 3.5903 0.087 -0.334 0.210 0.10
H -3.1800 2.4822 4.7775 -0.256 0.498 -0.118 0.09
H -2.2570 1.1486 4.2014 -0.400 -0.395 -0.316 0.08
H -3.2227 4.4002 2.9409 0.107 0.533 -0.011 0.13
H -4.3261 3.4253 2.1236 -0.183 -1.082 0.032 0.13
H -1.7294 4.4432 1.0613 0.369 -0.304 -0.835 0.12
H -3.3120 5.0439 0.6771 -0.362 -0.072 -0.435 0.13
H -3.7683 2.5946 -0.2225 -0.272 -0.446 0.992 0.09
H -1.8156 4.3044 -1.4783 0.164 -0.426 -0.271 0.13
H -3.5863 4.1171 -1.6856 0.008 0.419 -0.662 0.14
H -2.4802 2.9074 -3.3508 0.096 -0.723 -0.782 0.13
H -3.4730 1.7676 -2.3719 -0.320 0.245 0.082 0.13
H -0.8170 0.6562 -3.8586 -0.448 0.172 -0.288 0.10
H -2.2582 -0.1459 -2.9813 -0.438 0.400 -0.560 0.10
H -0.7427 -0.1322 -2.2841 0.513 -0.780 -0.686 0.08
C 2.0413 1.2653 -2.1922 0.607 0.330 0.207 -0.07
O 1.9842 0.6450 -0.8959 -0.124 0.657 0.280 -0.23
C 3.2525 0.4139 -0.2686 -0.258 -0.530 -0.735 -0.18
C 3.0842 0.1334 1.2353 -0.740 -0.093 -0.842 -0.15
N 1.8338 -0.6073 1.5562 1.568 1.385 0.320 -0.01
C 1.8753 -1.0144 2.9739 -3.504 0.816 0.754 -0.16
C 1.8392 0.1661 3.9712 0.841 0.057 -1.280 -0.22
O 0.7324 1.0664 3.7705 1.169 0.110 0.867 -0.22
C 0.7441 1.9722 4.9280 -0.084 -1.314 -0.345 -0.06
H 1.0367 1.5378 -2.5156 0.075 -0.409 0.175 0.07
H 2.5714 0.6509 -2.9200 -0.348 -0.513 0.002 0.09
H 2.6083 2.1960 -2.1754 0.054 0.254 0.453 0.09
H 3.9833 1.1961 -0.4743 -0.313 0.731 0.366 0.12
H 3.7369 -0.4093 -0.7938 -0.227 -0.690 0.100 0.11
H 3.0982 1.0740 1.7858 -0.031 -0.148 0.059 0.11
H 3.8485 -0.5613 1.5837 0.726 0.484 -0.085 0.13
H 1.8995 -1.4947 1.0785 -0.789 -0.098 -0.810 0.10
H 2.6038 -1.7673 3.2748 0.326 0.138 -0.359 0.14
H 0.8667 -1.4277 2.9712 0.020 -0.826 0.987 0.11
H 2.7993 0.6469 3.7839 0.055 0.957 -0.052 0.10
H 1.9843 -0.1017 5.0178 -0.765 -0.698 0.064 0.12
H 0.1785 2.8860 4.7461 0.140 -0.259 -0.252 0.09
H 1.7679 2.1529 5.2554 0.132 0.553 -0.458 0.08
H 0.3392 1.3850 5.7523 -0.513 0.211 0.164 0.09
C 1.9458 -4.2309 -4.6507 -0.009 0.659 0.647 -0.05
C 2.4662 -3.5468 -3.3273 0.579 -1.542 -0.385 -0.40
C 3.9633 -3.0052 -3.4256 -1.402 -1.435 1.406 -0.15
O 4.9837 -4.0346 -3.4162 -2.485 0.418 -0.050 -0.20
C 5.9587 -3.8060 -4.3896 0.205 0.349 0.855 -0.13
N 1.5899 -2.4939 -2.8487 -1.524 0.892 -1.302 0.03
H 2.0236 -3.5086 -5.4634 0.465 -0.250 -0.288 0.07
H 0.9027 -4.5427 -4.7037 -0.421 0.432 0.829 0.06
H 2.4071 -5.2015 -4.8327 0.820 0.426 -0.180 0.07
H 2.3317 -4.2606 -2.5146 1.297 -0.893 -0.224 0.13
H 3.9344 -2.5031 -2.4586 0.949 0.518 0.061 0.10
H 4.1171 -2.2857 -4.2299 -0.196 -0.072 -0.098 0.12
H 6.5044 -2.9605 -3.9709 0.985 0.011 -0.580 0.09
H 5.5551 -3.4983 -5.3542 -0.076 -0.331 -0.208 0.08
H 6.5206 -4.7395 -4.4202 0.338 0.361 -0.378 0.09
H 0.7006 -2.9301 -3.0460 -0.799 0.584 -0.695 0.07
H 1.4111 -2.4348 -1.8564 1.167 0.009 0.706 0.05
```
Positions in Å, forces in eV/Å.

Gap between HOMO and LUMO, eV: 3.933
Net charge: 0
LUMO level, eV: -5.149

---

Record 4
DFT (the ωB97M-V functional and the def2-TZVPD basis) results for a cluster of 2 separate species, C5H12N2O in total at a distorted geometry.

```
20
Properties=species:S:1:pos:R:3:forces:R:3:lowdin_charge:R:1
C -0.1396 0.9490 1.4049 -0.663 0.380 -1.149 -0.29
C 0.8426 0.0897 0.6646 0.317 1.137 -0.946 -0.19
C 0.2352 -0.0947 -0.6856 -0.079 -2.890 -1.517 -0.43
C -0.3599 1.0094 -1.5281 0.146 -2.054 -1.557 0.01
C 0.9241 -1.1727 -1.5401 -0.212 -0.422 -1.464 -0.20
N -0.2023 -1.6029 -0.8211 0.362 2.774 -0.156 0.08
N -0.1550 2.2087 0.6621 0.354 0.931 2.201 0.05
H 0.2074 1.0602 2.4440 -0.545 0.320 -0.021 0.14
H -1.1536 0.4508 1.3539 0.709 0.349 0.588 0.13
H 1.8231 0.6141 0.5417 -0.518 -0.106 0.362 0.14
H 0.9835 -0.8660 1.1416 0.192 -0.377 0.050 0.11
H -0.5919 1.7909 -0.7684 -0.276 1.092 1.224 0.03
H 0.3467 1.4281 -2.2939 -0.524 0.075 1.075 0.11
H 1.9167 -1.4835 -1.2292 0.249 -0.599 -0.030 0.10
H 0.8366 -1.1127 -2.6809 0.097 0.459 1.624 0.13
H -0.7815 2.8811 1.1762 0.134 -0.788 -0.870 0.08
H -1.2838 0.6966 -2.0496 0.385 -0.040 0.254 0.10
H -0.8462 -1.9756 0.7065 -0.192 -0.192 1.012 -0.02
H -1.4805 -2.8873 1.8238 0.378 1.018 -0.132 0.04
O -1.1216 -1.9831 1.6777 -0.312 -1.066 -0.547 -0.13
```
Positions in Å, forces in eV/Å.

Gap between HOMO and LUMO, eV: 4.255
Net charge: 0
LUMO level, eV: -3.113

---

Record 5
DFT (the ωB97M-V functional and the def2-TZVPD basis) results for a structure of composition C3H10NO at a distorted geometry.

```
15
Properties=species:S:1:pos:R:3:forces:R:3:lowdin_charge:R:1
C 1.4350 -1.1896 -0.6314 0.916 0.726 1.146 0.01
C 1.1482 0.2207 -0.7342 -1.712 -0.664 -2.031 0.10
C 0.3007 0.9231 0.1389 0.787 -0.486 0.853 -0.12
N 0.0068 2.1632 -0.0355 0.167 0.343 -1.162 0.23
H 2.4440 -1.3150 -0.1854 0.106 0.119 0.121 0.16
H 1.5763 -1.7007 -1.5815 -0.484 0.018 -0.090 0.13
H 0.7877 -1.5873 0.1521 -0.094 -0.585 -0.345 0.11
H 1.2389 0.7131 -1.7041 0.865 0.118 0.152 0.15
H -0.1981 0.4726 0.9851 0.439 -0.227 0.437 0.15
H 0.0745 2.5387 -0.9866 0.833 0.172 0.066 0.16
H -1.1093 2.2193 0.4244 -2.663 -0.954 1.126 0.03
H -1.5140 -3.9439 1.3943 0.036 0.117 -0.063 0.02
H -2.6123 2.2396 1.0918 -0.438 -0.338 -0.016 0.05
H -1.4710 -3.2959 1.0287 -0.034 -0.106 0.057 -0.01
O -2.1072 1.5420 0.6436 1.276 1.746 -0.250 -0.14
```
Positions in Å, forces in eV/Å.

Gap between HOMO and LUMO, eV: 6.229
Net charge: +1
LUMO level, eV: -8.611

---

Record 6
DFT (the ωB97M-V functional and the def2-TZVPD basis) results for a cluster of 6 separate species, C17H21F5NO16 in total at a distorted geometry.

```
60
Properties=species:S:1:pos:R:3:forces:R:3:lowdin_charge:R:1
C 0.2916 2.2416 -0.2042 1.389 -0.397 -0.598 -0.09
C 1.5660 1.3130 -0.3652 -0.559 1.053 0.897 -0.32
O 2.3731 1.4897 0.8095 -1.196 -0.566 -0.963 -0.41
N 2.7039 0.1925 1.3791 0.619 -0.981 0.776 -0.18
H -0.5125 1.7298 0.3564 0.401 0.216 -0.396 0.06
H -0.0253 2.5381 -1.2273 -0.272 0.061 0.702 0.05
H 0.6252 3.1105 0.3899 -0.282 -0.268 -0.543 0.05
H 2.1883 1.5829 -1.2465 -0.439 0.028 0.383 0.08
H 1.1883 0.2833 -0.5022 0.660 0.246 0.272 0.08
H 1.8547 -0.0623 1.9060 0.459 0.340 -0.458 -0.12
C -1.0293 4.2804 3.0726 0.311 -0.704 0.271 -0.05
C -2.0574 5.3448 3.3200 0.281 0.472 0.091 -0.32
O -2.0847 6.0456 2.0916 -0.245 -0.362 0.214 0.13
C -1.7402 5.1373 1.1316 0.283 -0.325 -0.720 -0.55
O -1.9132 5.2997 -0.0297 -0.023 0.135 0.083 0.18
O -1.1849 4.0283 1.6779 -0.517 0.654 0.229 0.05
F -1.6667 6.1994 4.3049 -0.168 0.020 0.005 0.06
H -0.0121 4.6276 3.2680 -0.111 0.152 0.044 0.15
H -1.2098 3.3783 3.6553 0.024 -0.092 -0.239 0.14
H -3.0566 4.9628 3.5447 0.022 0.144 0.133 0.17
C 0.9970 -0.8566 5.5052 0.471 -0.580 0.222 -0.06
C -0.1233 0.1087 5.7662 0.224 0.556 -0.038 -0.32
O -0.2775 0.7563 4.5181 -0.176 -0.423 0.389 0.12
C 0.1156 -0.1530 3.5747 0.342 -0.082 -1.100 -0.56
O -0.1190 -0.0740 2.4201 -0.748 0.055 0.232 0.16
O 0.8077 -1.1748 4.1307 -0.328 0.132 0.395 0.07
F 0.2219 1.0350 6.7029 -0.178 -0.009 0.037 0.06
H 1.9801 -0.3991 5.6392 -0.131 0.187 0.001 0.15
H 0.9361 -1.7497 6.1261 -0.046 -0.077 -0.218 0.14
H -1.0674 -0.3632 6.0521 0.016 0.148 0.145 0.17
C 1.7996 2.0832 -4.3951 0.095 0.662 0.364 -0.06
C 1.2881 1.3512 -5.6012 0.388 -0.258 -0.299 -0.32
O 1.2474 0.0094 -5.1575 -0.265 0.401 0.002 0.13
C 1.0377 0.0647 -3.8102 -0.030 -0.280 0.791 -0.54
O 0.6874 -0.8574 -3.1533 -0.057 -0.098 -0.194 0.18
O 1.2723 1.3073 -3.3230 -0.214 -0.343 -0.809 0.05
F 2.1557 1.4429 -6.6463 -0.127 -0.021 -0.064 0.06
H 2.8908 2.0855 -4.3395 -0.033 -0.114 -0.177 0.15
H 1.4427 3.1109 -4.3458 -0.099 -0.108 0.196 0.14
H 0.2913 1.6589 -5.9269 0.097 -0.018 -0.165 0.17
C 1.8235 -3.9460 1.1471 0.461 0.651 -0.454 -0.05
C 0.3557 -4.1400 1.3871 -0.193 -0.257 -0.298 -0.30
O 0.3304 -5.0912 2.4465 0.103 0.458 0.009 0.12
C 1.4783 -4.8941 3.1502 0.502 0.065 0.304 -0.56
O 1.6740 -5.3139 4.2456 -0.083 -0.125 -0.016 0.15
O 2.3645 -4.1455 2.4537 -0.435 -0.357 0.187 0.08
F -0.2617 -4.6786 0.2993 -0.098 -0.017 0.125 0.06
H 2.2363 -4.6930 0.4642 -0.218 -0.100 0.041 0.14
H 2.0610 -2.9496 0.7688 0.106 0.099 0.294 0.13
H -0.1712 -3.2344 1.6965 -0.061 -0.063 -0.132 0.17
C -1.6646 -3.1052 -4.5632 0.740 -0.068 0.184 -0.06
C -3.0222 -3.7431 -4.5222 -0.261 0.134 0.516 -0.32
O -3.8629 -2.7219 -5.0311 0.327 -0.316 -0.292 0.13
C -3.0920 -1.9837 -5.8770 0.056 0.544 -0.348 -0.55
O -3.5207 -1.2187 -6.6760 -0.028 -0.003 0.074 0.17
O -1.7734 -2.2411 -5.6970 -0.437 -0.151 0.056 0.08
F -3.3999 -4.0288 -3.2512 -0.092 -0.097 -0.113 0.08
H -1.4532 -2.5107 -3.6716 -0.134 -0.077 0.023 0.14
H -0.8646 -3.8309 -4.6980 0.018 0.156 -0.192 0.14
H -3.1196 -4.6390 -5.1410 -0.105 -0.035 0.141 0.17
```
Positions in Å, forces in eV/Å.

Gap between HOMO and LUMO, eV: 3.820
Net charge: -1
LUMO level, eV: 2.320